[1]
12
Properties=species:S:1:pos:R:3:lowdin_spin:R:1 method="wB97M-V/def2-TZVPD" charge=0 spin_multiplicity=3 orbital_gap_ha="0.359 / 0.193" e_homo_ev="-9.017 / -9.049" mol_weight_g_mol=181.1 lumo_energy_ev="0.748 / -3.805"
C 0.466 -1.126 0.278 0.0759
C 1.284 -0.145 0.288 0.6878
C -1.015 -0.646 -0.036 0.0463
C -0.970 0.834 -0.318 0.0326
O 0.728 2.248 1.057 0.0036
S 0.683 1.467 -0.160 0.0753
Br 4.159 -0.940 -0.403 1.0609
H 0.691 -2.114 0.472 0.0084
H -1.338 -0.964 -0.961 0.0037
H -1.665 -1.166 0.711 0.0006
H -1.489 1.105 -1.346 0.0026
H -1.533 1.446 0.419 0.0024

***

[2]
20
Properties=species:S:1:pos:R:3:mulliken_charge:R:1 method="wB97M-V/def2-TZVPD" smiles="C=C(C)N.CCO" charge=0 relative_energy_kcal_mol=35.0 orbital_gap_ha=0.333 e_homo_ev=-8.203 mol_weight_g_mol=103.2 lumo_energy_ev=0.870
C 0.983 -2.150 -1.151 -1.1084
C 0.004 -2.237 -0.242 0.8908
C -1.053 -1.186 -0.064 -1.0359
N -0.135 -3.367 0.595 -0.5249
H 1.832 -2.812 -1.139 0.2810
H 0.922 -1.378 -1.903 0.2503
H -0.784 -0.434 0.679 0.1019
H -1.976 -1.639 0.311 0.3557
H -1.294 -0.648 -0.980 0.3308
H -1.078 -3.565 0.876 0.2353
H 0.395 -4.109 0.170 0.2228
C 0.971 2.423 -0.371 -0.9763
C -0.189 2.398 0.611 -0.1420
O -0.396 3.752 0.997 -0.5339
H 1.830 2.862 0.136 0.2977
H 1.247 1.421 -0.701 0.2708
H 0.700 3.044 -1.221 0.2955
H 0.098 1.812 1.491 0.2647
H -1.097 1.997 0.151 0.2373
H -0.980 3.818 1.756 0.2869

***

[3]
14
Properties=species:S:1:pos:R:3:mulliken_charge:R:1 method="wB97M-V/def2-TZVPD" smiles="CCOC(=O)P(O)Br" charge=0 relative_energy_kcal_mol=91.5 orbital_gap_ha=0.322 e_homo_ev=-9.717 mol_weight_g_mol=201.0 lumo_energy_ev=-0.962
C 2.411 0.298 0.285 -0.8708
C 0.859 0.146 -0.228 -0.0970
O 0.456 -1.228 -0.576 -0.3299
C -0.951 -1.436 -0.198 0.5086
O -1.214 -2.512 0.593 -0.4753
P -2.449 -0.383 -0.742 0.3158
O -2.076 1.313 -0.874 -0.4668
Br -3.902 -0.534 1.055 -0.1474
H 3.133 -0.558 -0.057 0.2713
H 2.829 1.311 -0.182 0.2570
H 2.366 0.443 1.463 0.2320
H 0.680 0.834 -1.171 0.2321
H 0.115 0.499 0.630 0.2370
H -2.254 1.807 0.002 0.3334

***

[4]
9
Properties=species:S:1:pos:R:3:mulliken_charge:R:1 method="wB97M-V/def2-TZVPD" smiles="C[P@@H](O)=S" charge=0 relative_energy_kcal_mol=4.7 orbital_gap_ha=0.379 e_homo_ev=-9.416 mol_weight_g_mol=96.1 lumo_energy_ev=0.908
C 0.775 -0.756 -0.191 -0.7430
P -0.584 0.193 0.478 0.3232
O -0.057 1.682 -0.268 -0.5351
S -2.224 -0.532 0.074 -0.3314
H 0.411 -1.084 -1.246 0.2464
H 1.775 -0.173 -0.204 0.2836
H 0.948 -1.607 0.484 0.3254
H -0.371 0.534 1.934 0.0968
H -0.673 1.743 -1.063 0.3341

***

[5]
21
Properties=species:S:1:pos:R:3:mulliken_charge:R:1 method="wB97M-V/def2-TZVPD" charge=-2 relative_energy_kcal_mol=10.4 orbital_gap_ha=0.188 e_homo_ev=0.634 mol_weight_g_mol=227.8 lumo_energy_ev=5.748
Cu 1.025 -0.768 1.059 -0.4431
C -1.367 1.905 -1.540 -1.6108
C -0.452 0.743 -1.118 0.8901
C -0.943 -0.551 -1.764 -1.3673
C -0.340 0.590 0.405 -0.9069
H -1.421 2.028 -2.634 0.3862
H -1.008 2.843 -1.109 0.4117
H -2.381 1.733 -1.162 0.3240
H 0.550 0.948 -1.518 0.2177
H -1.943 -0.799 -1.390 0.3178
H -0.266 -1.367 -1.505 0.2168
H -0.987 -0.467 -2.858 0.3712
H -1.358 0.400 0.794 0.3809
H -0.060 1.575 0.816 0.3098
O 0.393 0.389 4.405 -0.6058
C 0.427 -0.796 4.057 -0.0743
O 0.701 -1.349 2.963 -0.4316
H 0.175 -1.557 4.872 0.2980
O 4.143 -1.811 -1.721 -0.6619
S 2.802 -2.202 -1.134 0.1119
N 2.308 -1.490 0.082 -0.1343

***

[6]
100
Properties=species:S:1:pos:R:3:mulliken_charge:R:1 method="wB97M-V/def2-TZVPD" charge=0 orbital_gap_ha=0.246 e_homo_ev=-7.545 mol_weight_g_mol=1044.3 lumo_energy_ev=-0.849
K 9.984 -3.022 -13.892 1.0340
Pb 8.497 -5.836 -11.711 1.4002
C 12.650 -6.044 -14.108 -0.7928
C 11.835 -5.911 -12.820 1.2859
C 12.400 -4.796 -11.925 -0.1953
O 10.491 -5.753 -13.109 -0.8995
H 12.109 -6.657 -14.827 -0.1379
H 13.648 -6.483 -13.975 0.3511
H 12.928 -5.049 -14.479 0.2486
H 11.999 -6.844 -12.242 -1.0344
H 12.940 -4.040 -12.512 -0.0213
H 13.045 -5.106 -11.100 0.3640
H 11.606 -4.197 -11.460 -0.0043
C 6.148 -3.036 -9.058 -0.5957
C 7.008 -3.707 -9.874 0.4069
C 8.256 -2.956 -10.331 0.6353
O 9.095 -3.552 -11.117 -0.7646
C 8.498 -1.705 -9.868 -0.7737
C 7.686 -1.028 -8.905 0.3314
C 6.380 -1.720 -8.508 0.3407
O 5.629 -1.263 -7.676 -0.6159
O 7.994 0.061 -8.468 -0.6618
O 6.830 -4.875 -10.381 -0.8742
H 5.338 -3.614 -8.627 0.4185
H 9.376 -1.192 -10.247 0.4412
C 13.638 -9.559 -14.503 0.3741
C 13.201 -9.119 -15.899 -0.6403
C 13.360 -10.276 -16.882 -0.8179
S 14.541 -11.456 -16.155 1.2412
O 15.770 -11.323 -16.896 -0.6722
O 13.930 -12.735 -15.948 -0.6592
C 14.731 -10.595 -14.556 -0.9043
H 12.790 -9.942 -13.924 -0.0767
H 13.926 -8.712 -13.875 -0.1019
H 13.924 -8.350 -16.191 0.3156
H 12.219 -8.661 -15.974 0.3567
H 13.864 -9.991 -17.802 0.3820
H 12.451 -10.832 -17.103 0.3939
H 15.746 -10.215 -14.681 0.4079
H 14.734 -11.343 -13.768 0.4212
C 8.498 -5.651 -17.661 -0.8276
C 10.023 -5.799 -17.527 0.1958
C 10.806 -4.576 -18.026 -0.8351
S 9.622 -3.214 -17.984 1.1100
O 9.611 -2.428 -19.186 -0.6952
O 9.674 -2.575 -16.687 -0.6117
C 8.121 -4.216 -18.066 -0.6452
H 7.991 -5.984 -16.757 0.3191
H 8.105 -6.295 -18.448 0.2753
H 10.378 -6.740 -17.938 0.4918
H 10.252 -5.777 -16.457 -0.3594
H 11.161 -4.600 -19.056 0.3513
H 11.628 -4.312 -17.365 0.4332
H 7.819 -4.239 -19.109 0.3490
H 7.375 -3.677 -17.487 0.4352
C 13.499 -8.992 -9.510 -1.0744
C 13.820 -9.729 -10.794 0.2692
C 12.769 -10.829 -10.937 -0.7664
S 11.385 -10.395 -9.836 1.1851
O 11.449 -11.236 -8.673 -0.6832
O 10.180 -10.305 -10.620 -0.6788
C 12.004 -8.781 -9.351 0.0820
H 14.221 -8.326 -9.036 0.4660
H 13.676 -9.774 -8.738 0.4386
H 14.843 -10.105 -10.817 0.4667
H 13.796 -9.062 -11.662 -0.4774
H 13.061 -11.858 -10.739 0.4039
H 12.333 -10.836 -11.936 0.2954
H 11.725 -8.617 -8.319 0.5949
H 11.619 -8.031 -10.044 -0.5098
C 14.917 0.388 -11.013 -0.6236
C 15.675 -0.920 -11.325 -0.6350
C 14.856 -1.784 -12.288 -0.2180
S 13.848 -0.673 -13.267 0.9968
O 12.487 -1.170 -13.303 -0.5319
O 14.453 -0.358 -14.533 -0.6576
C 13.889 0.707 -12.112 -0.6310
H 15.611 1.230 -11.084 0.2482
H 14.493 0.476 -10.017 0.3902
H 15.837 -1.442 -10.386 0.3045
H 16.610 -0.675 -11.824 0.3422
H 14.105 -2.338 -11.723 -0.1408
H 15.425 -2.424 -12.954 0.5452
H 12.897 0.515 -11.686 0.2051
H 13.797 1.682 -12.578 0.4680
C 9.732 -3.518 -6.830 -0.0863
C 11.243 -3.482 -6.928 -0.9906
C 11.520 -3.977 -8.344 -0.5308
S 10.511 -5.464 -8.401 0.9754
O 11.247 -6.462 -7.664 -0.7192
O 9.939 -5.841 -9.678 -0.2948
C 9.221 -4.916 -7.274 -0.7859
H 9.372 -2.770 -7.533 -0.1857
H 9.341 -3.339 -5.830 0.4587
H 11.822 -3.978 -6.148 0.3084
H 11.656 -2.469 -6.875 0.4221
H 12.501 -4.292 -8.700 0.6083
H 11.196 -3.234 -9.078 0.1624
H 9.044 -5.586 -6.440 0.5468
H 8.271 -4.683 -7.755 0.1437